{"formula": "C22H25ClN8O12P2Ta", "method": "ωB97M-V/def2-TZVPD", "total_charge": 3, "relative_energy_kcal_mol": 323.23, "orbital_gap_ev": [4.0, 4.0], "total_energy_ha": -3392.93777, "elements": ["Ta", "C", "C", "N", "C", "C", "N", "C", "C", "C", "C", "C", "N", "C", "C", "N", "C", "C", "N", "C", "C", "C", "N", "C", "C", "H", "H", "H", "H", "H", "H", "H", "H", "H", "H", "H", "H", "C", "C", "O", "P", "O", "O", "O", "P", "O", "O", "O", "H", "H", "H", "H", "H", "H", "H", "C", "N", "C", "N", "O", "H", "H", "H", "H", "H", "H", "O", "Cl", "O", "O", "O"], "xyz": [[-1.14, 0.68, -0.71], [0.59, -1.14, -4.39], [0.01, -0.08, -3.55], [0.41, 0.01, -2.20], [1.30, -0.96, -1.77], [1.87, -1.85, -2.64], [1.49, -1.94, -3.95], [1.44, -1.10, -0.31], [2.30, -2.04, 0.23], [2.27, -2.30, 1.59], [1.43, -1.49, 2.35], [0.65, -0.49, 1.80], [0.60, -0.33, 0.42], [-0.01, 0.40, 2.83], [0.78, 0.73, 3.93], [0.31, 1.45, 4.94], [-0.94, 1.86, 4.88], [-1.73, 1.56, 3.76], [-1.26, 0.84, 2.75], [3.07, -3.37, 2.19], [3.21, -4.60, 1.55], [3.92, -5.60, 2.18], [4.48, -5.44, 3.38], [4.37, -4.27, 3.98], [3.67, -3.20, 3.44], [0.22, -1.21, -5.41], [-1.43, -0.82, -3.18], [2.60, -2.58, -2.32], [2.99, -2.58, -0.40], [1.36, -1.66, 3.42], [1.82, 0.43, 4.01], [-1.33, 2.42, 5.71], [-2.75, 1.90, 3.70], [2.75, -4.79, 0.59], [4.05, -6.57, 1.72], [4.84, -4.18, 4.95], [3.63, -2.25, 3.96], [1.03, 5.25, -1.30], [0.36, 3.89, -1.22], [1.26, 2.79, -1.34], [-0.44, 3.52, 0.40], [-1.87, 4.08, 0.55], [0.34, 3.97, 1.66], [-0.41, 1.96, 0.54], [-0.93, 3.53, -2.50], [-2.07, 4.58, -2.15], [-0.45, 3.47, -3.87], [-1.52, 2.19, -1.83], [1.90, 5.27, -0.64], [0.34, 6.05, -1.03], [1.36, 5.43, -2.32], [1.82, 2.94, -2.12], [-2.39, 4.31, -0.25], [0.50, 4.91, 1.83], [-2.47, 5.05, -2.90], [-3.32, -2.13, -3.34], [-1.47, -2.11, -1.50], [-3.23, -0.16, 0.32], [-4.32, -0.93, 0.25], [-2.08, -0.57, 0.74], [-3.26, -1.95, -4.42], [-4.41, -2.21, -3.20], [-3.02, -3.18, -3.27], [-3.32, -1.16, -1.25], [-5.22, -0.50, 0.04], [-4.32, -1.84, 0.71], [-3.20, 1.04, -0.11], [-2.43, -1.04, -2.28], [-0.75, -2.82, -0.94], [-3.04, 0.29, -2.65], [-0.82, 0.69, -4.02]], "lowdin_charge": [2.02, -0.01, -0.51, 0.02, -0.23, -0.03, 0.15, -0.21, 0.07, -0.09, 0.06, -0.13, 0.04, -0.21, -0.06, 0.13, -0.07, -0.08, 0.09, -0.18, 0.00, -0.10, 0.10, -0.09, 0.00, 0.15, 0.10, 0.13, 0.13, 0.14, 0.13, 0.13, 0.12, 0.11, 0.12, 0.12, 0.12, -0.02, -0.56, -0.07, 0.62, -0.03, -0.01, -0.37, 0.48, -0.09, -0.16, -0.43, 0.11, 0.11, 0.11, 0.14, 0.10, 0.15, 0.14, -0.12, -0.24, -0.75, 0.26, -0.10, 0.12, 0.11, 0.10, 0.10, 0.18, 0.17, -0.03, 0.84, 0.25, -0.37, 0.06]}

{"formula": "C22H25CoN5OS2Si", "method": "ωB97M-V/def2-TZVPD", "total_charge": 1, "relative_energy_kcal_mol": 1.94, "orbital_gap_ev": [8.1, 6.5], "total_energy_ha": -3670.82304, "multiplicity": 5, "elements": ["Co", "S", "C", "C", "C", "C", "C", "C", "C", "C", "C", "N", "H", "H", "H", "H", "H", "H", "C", "Si", "C", "C", "C", "C", "C", "C", "N", "C", "S", "H", "H", "H", "H", "H", "H", "H", "H", "H", "H", "H", "H", "C", "N", "C", "C", "C", "N", "C", "O", "N", "H", "H", "H", "H", "H", "H", "H"], "xyz": [[0.18, 0.17, 0.27], [4.42, -1.47, -0.06], [4.50, 0.23, -0.23], [3.27, 0.82, -0.18], [2.20, -0.11, -0.01], [2.69, -1.39, 0.08], [1.85, -2.54, 0.28], [2.29, -3.86, 0.23], [1.38, -4.89, 0.37], [0.05, -4.57, 0.58], [-0.31, -3.23, 0.66], [0.56, -2.24, 0.50], [5.46, 0.71, -0.35], [3.17, 1.89, -0.27], [3.35, -4.06, 0.07], [1.69, -5.92, 0.31], [-0.71, -5.34, 0.68], [-1.34, -2.96, 0.85], [-6.50, -0.06, -1.63], [-5.50, -0.59, -0.12], [-6.59, -0.51, 1.42], [-4.79, -2.31, -0.35], [-4.21, 0.79, 0.17], [-4.69, 2.09, 0.35], [-3.85, 3.14, 0.67], [-2.50, 2.87, 0.82], [-2.00, 1.66, 0.63], [-2.82, 0.66, 0.30], [-1.91, -0.81, 0.06], [-7.35, -0.73, -1.76], [-5.91, -0.09, -2.54], [-6.90, 0.95, -1.51], [-7.44, -1.19, 1.34], [-6.98, 0.50, 1.57], [-6.03, -0.78, 2.32], [-5.61, -3.02, -0.47], [-4.19, -2.62, 0.50], [-4.16, -2.37, -1.24], [-5.75, 2.28, 0.25], [-4.22, 4.15, 0.79], [-1.80, 3.65, 1.10], [1.72, 4.37, 1.91], [1.34, 3.88, 0.59], [1.49, 4.61, -0.54], [1.18, 4.11, -1.76], [0.71, 2.77, -1.82], [0.57, 2.06, -0.71], [0.87, 2.58, 0.50], [0.72, 1.88, 1.51], [0.40, 2.18, -2.98], [2.08, 5.39, 1.82], [2.51, 3.74, 2.32], [0.88, 4.34, 2.59], [1.86, 5.62, -0.41], [1.29, 4.71, -2.65], [0.49, 2.65, -3.86], [0.11, 1.21, -2.97]], "lowdin_charge": [0.75, 1.08, -0.40, -0.20, -0.19, -0.51, -0.29, -0.01, -0.04, -0.04, -0.17, 0.03, 0.07, 0.09, 0.10, 0.12, 0.11, 0.04, -0.17, 0.55, -0.17, -0.21, -0.23, -0.08, -0.05, -0.13, -0.01, -0.68, 0.77, 0.04, 0.03, 0.03, 0.03, 0.03, 0.04, 0.04, 0.01, 0.02, 0.11, 0.11, 0.11, 0.02, -0.03, -0.01, 0.03, -0.34, 0.11, -0.56, 0.01, 0.21, 0.10, 0.11, 0.10, 0.14, 0.12, 0.13, 0.12]}

{"formula": "C22H25F6NO5P", "method": "ωB97M-V/def2-TZVPD", "total_charge": -1, "orbital_gap_ev": 7.0, "total_energy_ha": -2224.17552, "elements": ["C", "C", "O", "C", "C", "C", "C", "C", "C", "C", "O", "C", "O", "C", "C", "C", "C", "C", "O", "N", "C", "C", "C", "C", "C", "C", "C", "O", "H", "H", "H", "H", "H", "H", "H", "H", "H", "H", "H", "H", "H", "H", "H", "H", "H", "H", "H", "H", "H", "H", "H", "H", "H", "F", "P", "F", "F", "F", "F", "F"], "xyz": [[3.10, 2.16, 1.75], [2.38, 3.61, 2.12], [1.36, 4.02, 1.14], [0.03, 3.43, 1.44], [-1.13, 3.90, 0.34], [-1.17, 2.73, -0.80], [-2.45, 2.06, -1.14], [-3.93, 2.38, -0.54], [-3.97, 1.90, 1.17], [-2.61, 0.93, 1.67], [-4.14, 0.37, 1.44], [-2.37, 0.89, -2.33], [-3.41, 0.69, -3.19], [-0.98, 0.04, -2.44], [0.31, 0.71, -2.07], [1.76, -0.12, -2.12], [1.91, -0.87, -0.64], [2.48, -2.40, -0.74], [3.66, -2.56, -1.40], [1.87, -3.64, -0.14], [1.12, -3.25, 1.13], [1.90, -2.89, 2.54], [0.92, -2.43, 3.81], [-0.74, -2.31, 3.65], [-1.51, -2.68, 2.21], [-0.53, -3.15, 0.98], [0.24, 2.27, -1.58], [1.28, 3.11, -1.77], [2.43, 1.23, 1.98], [4.03, 2.08, 2.49], [3.55, 2.12, 0.67], [3.25, 4.42, 2.06], [2.00, 3.61, 3.23], [0.16, 2.25, 1.34], [-0.29, 3.64, 2.56], [-2.13, 3.99, 0.97], [-0.83, 4.93, -0.14], [-4.81, 1.77, -1.03], [-4.12, 3.53, -0.53], [-4.42, 2.73, 2.00], [-2.23, 0.07, 0.99], [-2.48, 1.05, 2.82], [-0.90, -1.09, -2.80], [1.83, -0.88, -3.01], [2.63, 0.67, -2.28], [2.71, -0.25, -0.01], [0.88, -0.75, -0.10], [1.19, -3.99, -0.88], [3.07, -2.95, 2.60], [1.47, -2.17, 4.82], [-1.41, -1.96, 4.55], [-2.67, -2.59, 2.09], [-1.02, -3.39, -0.07], [-0.54, -2.99, -3.21], [0.39, -3.85, -4.12], [-1.05, -4.06, -4.67], [0.92, -4.54, -2.82], [0.70, -5.32, -4.52], [1.49, -2.76, -3.92], [0.82, -3.42, -5.55]], "lowdin_charge": [-0.11, -0.25, -0.23, -0.19, -0.09, -0.06, -0.08, -0.07, -0.16, -0.03, -0.25, -0.16, -0.06, 0.08, -0.08, -0.10, -0.09, -0.26, -0.04, 0.04, -0.16, -0.01, -0.08, -0.08, -0.07, -0.01, -0.13, -0.03, 0.07, 0.08, 0.08, 0.13, 0.12, 0.13, 0.13, 0.11, 0.13, 0.12, 0.11, 0.16, 0.12, 0.10, 0.12, 0.11, 0.12, 0.11, 0.10, 0.10, 0.09, 0.07, 0.06, 0.08, 0.10, -0.17, -0.01, -0.14, -0.15, -0.14, -0.15, -0.14]}

{"formula": "C22H25FN2O2", "method": "ωB97M-V/def2-TZVPD", "relative_energy_kcal_mol": 0.11, "orbital_gap_ev": 9.6, "total_energy_ha": -1213.24995, "elements": ["C", "C", "C", "C", "C", "F", "C", "C", "C", "N", "C", "O", "C", "C", "C", "C", "O", "N", "C", "C", "C", "C", "C", "C", "C", "C", "C", "H", "H", "H", "H", "H", "H", "H", "H", "H", "H", "H", "H", "H", "H", "H", "H", "H", "H", "H", "H", "H", "H", "H", "H", "H"], "xyz": [[3.78, -3.54, 0.99], [2.39, -3.98, 0.66], [1.82, -5.03, 1.38], [0.54, -5.48, 1.12], [-0.18, -4.86, 0.12], [-1.44, -5.27, -0.15], [0.35, -3.82, -0.61], [1.64, -3.38, -0.35], [2.15, -2.20, -1.13], [1.56, -0.97, -0.62], [2.21, -0.15, 0.23], [3.37, -0.31, 0.56], [1.39, 1.03, 0.76], [1.55, 2.25, -0.15], [0.92, 1.98, -1.50], [-0.46, 1.36, -1.45], [-1.17, 1.34, -2.44], [-0.84, 0.74, -0.30], [-2.20, 0.23, -0.21], [-3.11, 1.12, 0.64], [-2.95, 2.57, 0.26], [-3.31, 3.01, -1.01], [-3.10, 4.33, -1.38], [-2.54, 5.22, -0.49], [-2.19, 4.80, 0.78], [-2.40, 3.48, 1.15], [-0.09, 0.76, 0.94], [4.46, -3.81, 0.18], [3.83, -2.46, 1.11], [4.13, -4.01, 1.90], [2.39, -5.51, 2.16], [0.10, -6.29, 1.68], [-0.24, -3.37, -1.40], [3.23, -2.09, -1.05], [1.88, -2.29, -2.19], [0.58, -0.83, -0.81], [1.83, 1.26, 1.74], [2.60, 2.50, -0.27], [1.05, 3.10, 0.32], [1.55, 1.30, -2.08], [0.83, 2.90, -2.09], [-2.17, -0.78, 0.21], [-2.57, 0.18, -1.23], [-4.14, 0.80, 0.48], [-2.89, 0.99, 1.70], [-3.74, 2.32, -1.71], [-3.38, 4.65, -2.37], [-2.37, 6.25, -0.78], [-1.76, 5.50, 1.49], [-2.13, 3.16, 2.15], [-0.50, 1.54, 1.60], [-0.25, -0.21, 1.44]], "lowdin_charge": [-0.04, -0.22, -0.04, -0.01, -0.28, 0.05, 0.03, -0.16, -0.10, 0.11, -0.46, 0.06, -0.20, -0.13, -0.08, -0.46, 0.05, -0.07, -0.14, -0.12, -0.24, -0.04, -0.07, -0.09, -0.09, -0.06, -0.11, 0.09, 0.06, 0.08, 0.11, 0.12, 0.13, 0.12, 0.13, 0.12, 0.15, 0.12, 0.12, 0.13, 0.13, 0.13, 0.12, 0.12, 0.11, 0.12, 0.11, 0.10, 0.10, 0.11, 0.12, 0.14]}